No. 1
CH4N2O3 | ωB97M-V with the def2-TZVPD basis set

Values from the calculation:
Charge: 0
E_LUMO, eV: 0.2
Energy above the lowest of the compared OMol25 structures with the same formula, charge and spin, kcal/mol: 110.6

CARTESIAN COORDINATES (ANGSTROEM)
C 0.546238 0.239076 0.078994
N 1.592117 -0.079070 -0.830262
N -1.971958 0.002173 0.068963
O -2.010746 1.013534 0.661429
O -2.848841 -0.725639 -0.276484
O -0.640542 -0.532222 -0.262026
H 0.966883 -0.153240 1.727673
H 0.274674 1.260989 0.306679
H 2.505890 0.153118 -0.401148
H 1.586281 -1.178718 -1.073816

Atomic forces in eV per Å
-0.6 -1.8 3.4
-0.2 -2.6 0.0
0.9 -1.3 -0.3
0.2 1.4 0.6
0.6 0.0 -0.2
0.6 0.4 -0.1
-1.0 0.6 -3.4
0.4 0.2 -0.5
-0.9 -0.2 -0.4
0.0 3.4 0.9

---

No. 2
CH4N2O3 | ωB97M-V with the def2-TZVPD basis set

Values from the calculation:
Charge: 0
E_LUMO, eV: -0.2
SMILES: NOC[N+](=O)[O-]
Energy above the lowest of the compared OMol25 structures with the same formula, charge and spin, kcal/mol: 92.4

CARTESIAN COORDINATES (ANGSTROEM)
C 0.169484 -0.880290 0.505590
N -0.590390 1.647627 0.525561
N 0.347562 -0.903749 -0.956410
O 1.085208 -0.045193 -1.331661
O -0.110059 -1.776152 -1.603484
O -0.931658 0.289688 0.807520
H 1.075615 -0.456450 0.905342
H -0.169590 -1.710933 1.024281
H -1.228909 2.069712 -0.189954
H 0.352737 1.765741 0.313216

Atomic forces in eV per Å
-1.6 5.6 0.2
-2.4 0.1 0.4
0.8 -0.5 2.3
1.0 1.9 -1.2
-1.5 -1.8 -1.4
1.6 -2.3 -0.5
0.3 -0.2 0.1
-1.0 -1.6 0.3
1.0 -1.2 0.5
1.8 0.0 -0.7

---

No. 3
CH4N2OS | ωB97M-V with the def2-TZVPD basis set

Values from the calculation:
Charge: 0
E_LUMO, eV: 0.7
SMILES: N=C=S.NO
Energy above the lowest of the compared OMol25 structures with the same formula, charge and spin, kcal/mol: 67.7

CARTESIAN COORDINATES (ANGSTROEM)
C 0.106077 -0.312388 -1.934467
N -1.052779 -0.137367 -2.147128
N 0.595632 0.282020 2.096864
O -0.628954 0.270970 1.266861
S 1.495787 -0.366151 -1.280435
H -0.805760 -0.633909 1.178786
H -1.821259 -0.166013 -2.787995
H 1.232080 -0.164411 1.465997
H 0.879177 1.227247 2.141518

Atomic forces in eV per Å
-2.5 0.6 0.1
0.1 -0.2 -0.4
-1.5 -1.7 -0.3
1.1 2.6 0.7
2.1 -0.4 0.3
-0.5 -2.1 0.0
0.3 -0.1 -0.1
0.9 -0.1 -0.2
0.0 1.3 -0.2

---

No. 4
CH4N2OS | ωB97M-V with the def2-TZVPD basis set

Values from the calculation:
Charge: 0
E_LUMO, eV: -0.3
Energy above the lowest of the compared OMol25 structures with the same formula, charge and spin, kcal/mol: 84.0

CARTESIAN COORDINATES (ANGSTROEM)
C -1.736153 -0.545082 0.121244
N 1.527890 -0.481891 0.429884
N 1.189851 1.727986 -0.596222
O -1.362883 -0.785592 -0.981272
S 1.513678 0.248128 -0.934297
H -1.091026 0.341112 0.677451
H 1.916950 -1.412933 0.505923
H -2.762975 -0.989216 0.405169
H 0.804671 1.897490 0.372121

Atomic forces in eV per Å
-0.2 2.2 0.4
0.1 -0.1 -0.5
-0.9 -0.7 -0.8
0.5 -0.7 -0.9
-0.1 1.7 3.1
-1.8 -2.2 -0.2
-0.2 -0.3 -0.7
1.4 0.7 0.7
1.0 -0.6 -1.1

---

No. 5
CH4N2S2 | ωB97M-V with the def2-TZVPD basis set

Values from the calculation:
Charge: 0
E_LUMO, eV: -0.1
Energy above the lowest of the compared OMol25 structures with the same formula, charge and spin, kcal/mol: 57.9

CARTESIAN COORDINATES (ANGSTROEM)
C 1.603774 0.006488 -0.136376
N 1.265685 -1.162933 0.093267
N -1.686179 -0.460971 0.374755
S 0.703842 1.558357 -0.101869
S -1.464134 1.000810 -0.077860
H 2.630969 0.232347 -0.401254
H 0.293570 -1.360831 0.310283
H -1.914175 -0.533611 1.358707
H -1.433356 0.720340 -1.419654

Atomic forces in eV per Å
-0.2 0.7 -0.2
0.1 -1.3 0.0
-0.3 -0.7 0.3
-0.5 0.3 0.1
0.9 -0.3 -0.8
0.3 0.1 0.0
-0.1 0.4 0.0
-0.1 0.3 0.2
0.0 0.4 0.5

---

No. 6
CH4N2S2 | ωB97M-V with the def2-TZVPD basis set

Values from the calculation:
Charge: 0
E_LUMO, eV: 0.2
SMILES: S=CNNS
Energy above the lowest of the compared OMol25 structures with the same formula, charge and spin, kcal/mol: 55.6

CARTESIAN COORDINATES (ANGSTROEM)
C 0.107010 -1.566299 0.680321
N 0.434430 -0.260828 0.910824
N 0.336040 0.771861 -0.262839
S 0.083269 -2.664711 1.837031
S -1.264583 1.347345 -0.585644
H 0.144707 -1.932833 -0.389468
H 0.312594 0.165296 1.807748
H 0.895000 1.550697 -0.119334
H -1.748117 0.239853 -0.963286

Atomic forces in eV per Å
1.5 0.8 -1.6
-0.3 2.2 -3.2
-1.8 -4.6 0.9
-0.5 -0.9 1.2
0.9 2.1 1.2
-0.3 1.1 1.0
-0.2 -0.2 0.6
1.5 1.4 0.8
-0.7 -2.1 -0.9

---

No. 7
CH4N2S3 | ωB97M-V with the def2-TZVPD basis set

Values from the calculation:
Charge: 0
E_LUMO, eV: -0.3
Energy above the lowest of the compared OMol25 structures with the same formula, charge and spin, kcal/mol: 50.8

CARTESIAN COORDINATES (ANGSTROEM)
C -2.471053 -1.117969 -0.025151
N 0.299483 -0.363609 -0.839675
N -3.282708 -0.294508 -0.262713
S -1.684013 -2.486290 0.086456
S -3.467204 1.358909 -0.165256
S -0.204210 1.343943 -0.221710
H 1.082935 -0.873973 -0.469994
H -0.576117 -1.016042 -0.921486
H 0.284246 -0.091114 -1.821061
H -1.878500 1.582012 -0.190814

Atomic forces in eV per Å
-1.3 -0.7 -0.3
-3.8 0.8 -1.8
0.6 0.8 0.4
0.5 -0.9 0.3
0.2 1.0 -0.1
1.4 -0.8 0.4
0.4 0.2 0.1
1.9 0.6 1.2
1.6 -0.4 -0.1
-1.5 -0.7 -0.1

---

No. 8
CH4N3 | ωB97M-V with the def2-TZVPD basis set

Values from the calculation:
Charge: +1
E_LUMO (spin up / spin down), eV: -6.0 / -7.3
Energy above the lowest of the compared OMol25 structures with the same formula, charge and spin, kcal/mol: 121.4

CARTESIAN COORDINATES (ANGSTROEM)
C -0.765830 0.034171 0.662834
N 2.214080 0.278396 0.072198
N 2.621848 -0.339505 -0.788052
N -1.847741 0.204188 0.030696
H -0.586581 0.386227 1.839419
H 2.867835 -1.291554 -1.085781
H -2.667011 0.858534 0.210308
H -1.836602 -0.130458 -0.941621

Atomic forces in eV per Å
2.1 0.2 3.6
0.2 -1.5 -2.4
-0.4 1.7 2.8
-1.4 1.3 -1.3
-1.1 -0.5 -3.1
-0.3 -0.2 -0.3
1.1 -1.2 0.4
-0.3 0.1 0.5